Record 1
Molecular formula: C4H14N2O
Method: DFT, the ωB97M-V functional and the def2-TZVPD basis

```
21
Properties=species:S:1:pos:R:3:forces:R:3:nbo_charge:R:1
C 2.155 0.920 -1.333 0.689 -0.599 -0.283 -0.42
N 1.470 -0.113 -0.563 -0.179 0.318 0.584 -0.63
C -0.620 0.742 -1.615 -0.134 0.987 1.052 -0.61
C 0.012 0.076 -0.363 0.226 0.486 -2.133 -0.07
C -0.307 0.863 0.884 -0.537 -0.819 1.549 -0.24
N 0.588 0.515 2.007 0.293 0.567 -0.039 -0.85
H 3.233 0.718 -1.289 -0.158 0.059 0.305 0.20
H 1.997 1.941 -0.996 -0.183 0.311 -0.057 0.17
H 1.952 0.807 -2.390 -0.357 0.307 -0.230 0.19
H 1.866 -0.007 0.369 -0.046 -0.475 0.007 0.37
H -0.140 0.403 -2.522 -0.225 -0.194 -0.209 0.22
H -1.696 0.589 -1.615 -0.081 -0.455 -0.230 0.21
H -0.553 1.839 -1.553 0.413 -0.208 -0.183 0.20
H -0.483 -0.900 -0.412 0.351 -0.191 0.881 0.18
H -1.326 0.655 1.219 -0.397 -0.023 -0.462 0.18
H -0.269 1.944 0.795 0.350 0.161 -0.539 0.19
H 0.395 1.177 2.748 0.217 -0.089 0.157 0.36
H 0.433 -0.405 2.394 -0.254 -0.153 -0.163 0.36
H -2.159 -3.875 1.292 0.249 0.270 0.579 0.46
H -3.572 -4.128 1.137 -0.452 0.151 0.503 0.46
O -2.973 -3.765 1.806 0.216 -0.411 -1.088 -0.93
```
Forces are in eV/Å.

Its spin multiplicity is 1.

=====

Record 2
Molecular formula: C23H31N5OS
Method: DFT, the ωB97M-V functional and the def2-TZVPD basis

```
61
Properties=species:S:1:pos:R:3:forces:R:3:nbo_charge:R:1
C 0.359 -1.049 2.605 0.123 0.230 0.025 -0.61
C 0.765 0.382 2.275 -0.038 -0.084 -0.164 -0.39
C 0.203 0.858 0.933 -0.064 0.186 0.229 -0.42
C -1.233 1.357 1.082 0.157 -0.173 -0.053 -0.21
N -1.961 1.449 -0.177 0.026 0.148 0.004 -0.48
C -3.349 1.852 0.039 -0.187 -0.059 0.215 -0.22
H -3.413 2.705 0.734 0.013 0.032 -0.119 0.18
C -4.234 0.720 0.575 0.144 -0.006 -0.309 -0.41
H -5.231 1.126 0.751 -0.021 0.015 0.061 0.22
H -3.852 0.356 1.529 -0.055 -0.011 0.076 0.20
C -4.342 -0.453 -0.401 -0.267 -0.019 0.174 -0.22
N -3.047 -1.035 -0.653 0.047 0.045 -0.112 -0.65
C -2.733 -2.304 -0.320 -0.052 0.173 -0.219 0.66
O -3.536 -3.114 0.107 -0.067 -0.251 0.209 -0.64
C -1.294 -2.642 -0.550 0.212 -0.177 0.003 -0.14
C -0.693 -3.600 0.260 -0.110 0.019 -0.018 -0.16
C 0.641 -3.919 0.094 -0.030 0.052 -0.138 -0.21
C 1.392 -3.304 -0.902 -0.234 0.011 -0.084 -0.05
C 0.782 -2.375 -1.736 0.011 -0.153 -0.032 -0.20
C -0.547 -2.042 -1.559 -0.123 -0.077 0.108 -0.15
H -1.007 -1.326 -2.224 -0.061 0.070 -0.059 0.21
H 1.359 -1.903 -2.516 0.030 0.010 -0.038 0.23
C 2.844 -3.612 -1.055 0.253 0.349 0.246 -0.51
H 3.256 -3.187 -1.968 -0.025 -0.139 -0.036 0.25
H 3.047 -4.681 -1.002 0.063 0.043 -0.030 0.24
S 3.815 -2.904 0.334 0.146 -0.462 0.035 0.27
C 3.643 -1.220 -0.020 -0.046 0.000 -0.097 0.24
N 3.105 -0.722 -1.098 0.069 -0.375 -0.190 -0.51
C 3.156 0.635 -0.932 0.358 0.494 0.684 0.14
C 2.706 1.675 -1.737 0.115 -0.083 0.222 -0.26
C 2.893 2.951 -1.237 -0.204 0.003 -0.365 0.01
N 3.465 3.238 -0.071 0.091 0.437 0.243 -0.42
C 3.907 2.264 0.701 0.101 -0.257 0.230 0.01
C 3.769 0.944 0.309 -0.361 0.357 -0.764 0.05
N 4.075 -0.274 0.868 0.056 -0.185 0.090 -0.55
H 4.524 -0.452 1.750 -0.055 0.008 -0.030 0.43
H 4.365 2.554 1.637 0.064 -0.039 0.128 0.19
H 2.562 3.815 -1.798 -0.062 0.012 -0.142 0.19
H 2.236 1.494 -2.689 -0.063 -0.001 -0.133 0.23
H 1.109 -4.645 0.744 0.033 -0.075 0.088 0.21
H -1.287 -4.078 1.024 -0.080 -0.044 0.055 0.24
H -2.316 -0.335 -0.765 0.064 -0.158 0.088 0.44
H -4.987 -1.237 0.006 0.039 0.115 -0.117 0.24
H -4.769 -0.104 -1.349 -0.082 -0.026 0.081 0.18
H -3.756 2.174 -0.923 -0.012 0.068 0.001 0.20
C -1.293 2.227 -1.212 0.114 0.213 -0.066 -0.21
C -1.044 3.705 -0.898 -0.080 -0.344 -0.004 -0.64
H -0.364 3.816 -0.058 0.084 0.080 0.106 0.21
H -0.596 4.186 -1.763 0.056 0.107 -0.073 0.22
H -1.976 4.214 -0.665 -0.065 0.116 0.030 0.20
H -0.337 1.742 -1.424 -0.023 0.009 -0.088 0.20
H -1.908 2.151 -2.114 0.085 -0.047 0.007 0.19
H -1.224 2.325 1.613 -0.039 -0.049 0.022 0.17
H -1.778 0.648 1.709 -0.002 0.066 0.080 0.20
H 0.235 0.033 0.217 0.033 -0.024 -0.107 0.21
H 0.832 1.663 0.550 0.027 0.008 -0.126 0.21
H 0.429 1.056 3.066 0.056 0.080 0.058 0.19
H 1.855 0.439 2.245 -0.003 0.063 0.060 0.19
H -0.723 -1.158 2.618 -0.167 -0.092 0.014 0.20
H 0.756 -1.736 1.861 0.024 -0.095 -0.065 0.21
H 0.742 -1.339 3.582 -0.013 -0.110 0.106 0.21
```
Forces are in eV/Å.

Its spin multiplicity is 1.

=====

Record 3
Molecular formula: C44H119N9O12
Method: DFT, the ωB97M-V functional and the def2-TZVPD basis

```
184
Properties=species:S:1:pos:R:3:forces:R:3:mulliken_charge:R:1
C 1.407 2.897 -1.957 0.737 0.541 -0.481 -0.99
C 1.903 4.350 -1.827 0.241 -0.926 0.489 1.64
C 1.031 5.158 -2.787 0.082 1.301 0.334 -1.04
C 1.238 6.648 -2.565 0.073 -0.379 0.239 -0.85
C 0.975 7.028 -1.103 -0.553 0.333 -1.717 -1.34
C 1.635 6.173 -0.028 0.451 1.395 0.144 1.41
N 1.681 4.769 -0.429 -1.844 0.310 -0.259 0.23
O 2.432 3.987 0.471 -0.098 0.088 -0.153 1.42
C 3.043 6.777 0.294 -1.303 0.057 0.367 -1.84
C 0.744 6.385 1.222 1.008 -1.068 0.446 -1.69
C 3.389 4.387 -2.175 1.157 -0.204 -0.676 -0.71
H 0.445 2.812 -1.464 -0.034 -0.296 -0.152 -0.23
H 2.163 2.206 -1.588 -0.295 -0.143 0.242 -0.24
H 1.321 2.747 -3.036 -0.235 -0.420 0.062 0.59
H 1.251 4.993 -3.844 0.245 -0.659 0.165 0.42
H -0.034 4.950 -2.653 0.068 -0.313 0.232 0.33
H 0.528 7.165 -3.215 0.235 0.328 0.051 0.51
H 2.259 6.906 -2.863 -0.049 0.138 -0.037 0.37
H -0.114 7.032 -1.002 0.003 -0.227 0.252 0.45
H 1.257 8.083 -1.054 0.147 -0.061 0.685 0.31
H 3.642 6.929 -0.599 0.337 -0.455 0.108 0.41
H 2.874 7.777 0.700 0.027 -0.005 0.025 0.58
H 3.453 6.175 1.102 0.683 -0.024 -0.369 0.23
H 0.937 7.375 1.630 -0.307 0.115 -0.101 0.54
H -0.317 6.211 1.049 -0.017 0.139 -0.262 0.24
H 1.047 5.670 1.994 -0.032 0.139 0.065 0.23
H 3.561 4.337 -3.256 -0.197 0.183 -0.023 0.41
H 3.958 3.531 -1.798 -0.500 -0.235 0.212 -0.76
H 3.986 5.214 -1.789 -0.512 0.402 -0.105 0.11
H 1.788 3.680 1.129 -0.062 -0.022 0.099 -0.49
C -3.918 -5.006 1.865 -0.569 -0.651 -0.292 -0.76
O -3.845 -3.995 0.867 0.406 -0.091 0.780 -0.30
H -2.972 -5.518 2.062 0.207 0.190 -0.141 0.25
H -4.328 -4.685 2.826 0.041 0.393 -0.041 0.23
H -4.604 -5.763 1.484 0.004 -0.023 -0.009 0.33
H -3.163 -3.386 1.187 0.094 0.109 -0.281 0.24
C -3.868 4.595 -1.043 0.363 0.312 1.348 -0.89
O -3.363 3.292 -1.147 -0.048 -0.401 -0.897 -0.35
H -4.940 4.586 -1.226 -0.017 -0.096 -0.181 0.30
H -3.717 4.939 -0.009 -0.254 0.143 0.055 0.30
H -3.402 5.385 -1.641 0.145 -0.384 -0.505 0.26
H -2.456 3.202 -0.782 -0.166 0.394 0.178 0.18
C -0.417 -0.837 4.575 0.543 -0.538 -0.504 0.45
O 0.977 -1.158 4.631 -0.034 0.473 0.425 -0.51
H -0.958 -1.728 4.896 -0.509 0.248 -0.248 -0.09
H -0.697 -0.004 5.217 0.441 -0.003 0.171 0.33
H -0.628 -0.557 3.538 -0.542 -0.147 0.092 -0.46
H 1.056 -2.063 4.313 0.099 -0.141 -0.054 0.19
C -2.123 -0.215 -1.101 0.683 0.662 -1.183 -0.09
C -1.578 -1.445 -0.381 0.711 0.373 -0.744 0.87
C -0.049 -1.427 -0.369 0.007 1.513 0.707 -1.21
O 0.354 -0.136 0.150 0.275 -0.233 -0.353 0.87
C 1.766 -0.074 0.185 0.367 0.009 0.324 -0.26
N -2.090 -1.523 0.983 0.385 -0.884 -0.003 -0.36
H -1.736 -0.115 -2.125 -0.145 -0.635 -0.121 0.37
H -1.743 0.741 -0.737 -0.346 -0.251 0.739 -1.01
H -3.206 -0.177 -1.180 -0.051 -0.192 0.279 0.58
H -1.753 -2.312 -1.024 -0.797 -0.333 0.551 0.03
H 0.374 -1.533 -1.370 -0.210 -0.044 -0.165 0.11
H 0.425 -2.169 0.280 -0.398 -0.383 0.007 0.46
H 2.135 0.944 0.325 -0.394 0.118 0.084 -0.49
H 2.205 -0.440 -0.750 -0.040 -0.087 -0.009 -0.01
H 2.152 -0.665 1.024 0.079 -0.105 -0.087 0.38
H -1.738 -0.698 1.454 -0.263 -0.021 0.265 -0.66
H -3.102 -1.535 1.013 -0.082 0.534 -0.159 0.41
C 2.135 -3.886 -2.675 0.564 1.516 0.907 -0.63
C 1.843 -5.264 -2.119 -0.884 -1.162 -1.493 0.33
C 0.486 -5.453 -1.424 0.450 2.120 0.304 0.14
O -0.532 -5.113 -2.347 0.031 -0.636 -0.125 -0.39
C -1.803 -5.406 -1.852 -1.677 1.245 0.383 -0.39
N 1.940 -6.145 -3.291 0.900 -0.940 0.145 -0.77
H 3.207 -3.770 -2.844 -0.023 -0.377 -0.397 0.04
H 1.969 -3.038 -1.995 -0.392 -0.385 0.318 -0.15
H 1.608 -3.600 -3.583 -0.145 -0.505 -0.083 0.37
H 2.637 -5.597 -1.448 -0.040 0.243 0.210 0.45
H 0.481 -4.676 -0.641 -0.235 -0.154 0.315 -0.38
H 0.311 -6.403 -0.915 0.205 -0.357 -0.417 0.51
H -2.115 -6.452 -1.840 0.543 -0.238 0.146 0.46
H -2.591 -4.885 -2.410 0.492 -0.136 -0.757 -0.14
H -2.019 -4.910 -0.893 0.564 -0.561 0.420 0.18
H 1.856 -7.117 -3.018 -0.016 0.021 -0.089 0.25
H 1.289 -5.982 -4.044 -0.307 0.398 0.280 0.26
C 4.052 0.691 -3.591 -0.376 0.267 -0.002 -0.41
C 5.508 0.312 -3.939 -0.890 0.697 0.506 1.15
C 5.631 -1.034 -4.624 -0.208 -0.020 -1.514 -1.06
O 5.500 -2.028 -3.668 -0.569 -0.302 1.340 -0.18
C 5.747 -3.339 -4.085 0.651 0.125 -1.791 -0.97
N 6.008 1.447 -4.773 0.215 -1.235 0.104 -0.77
H 3.496 0.225 -2.773 0.433 -0.754 -0.185 -0.07
H 3.464 0.632 -4.511 -0.174 -0.091 0.085 0.26
H 4.013 1.739 -3.279 0.247 0.091 -0.122 -0.31
H 6.047 0.201 -2.996 0.385 0.344 -0.140 -0.09
H 6.550 -1.138 -5.227 0.399 0.144 0.609 0.49
H 4.871 -1.157 -5.420 -0.320 0.152 0.278 0.37
H 6.745 -3.333 -4.548 0.195 -0.490 0.415 0.36
H 5.112 -3.674 -4.919 -0.425 0.256 0.184 0.38
H 5.644 -4.082 -3.302 0.139 0.365 0.388 0.26
H 5.356 2.206 -4.643 0.112 0.229 -0.081 0.25
H 5.903 1.165 -5.744 0.162 0.178 -0.046 0.32
C 1.134 -4.408 6.492 0.607 -0.276 0.662 -1.40
C -0.271 -4.560 5.896 1.326 0.696 0.026 0.84
C -0.166 -4.999 4.432 -0.786 -0.564 0.064 -0.53
O 0.886 -4.368 3.748 0.063 0.862 0.356 -0.29
C 0.925 -4.620 2.364 -0.418 -0.075 -0.075 -0.75
N -1.056 -5.556 6.643 0.490 0.088 -0.408 -0.71
H 1.655 -3.464 6.326 -0.203 -0.015 -0.533 0.25
H 1.782 -5.225 6.159 0.032 0.074 -0.078 0.33
H 1.111 -4.481 7.585 -0.308 -0.067 -0.011 0.44
H -0.676 -3.546 5.915 -0.683 -0.280 0.151 -0.13
H -1.144 -4.796 3.976 0.082 0.067 -0.308 0.13
H -0.028 -6.087 4.374 0.042 -0.090 0.181 0.36
H -0.026 -4.381 1.874 -0.112 0.075 0.105 0.16
H 1.133 -5.675 2.166 0.196 -0.010 -0.053 0.39
H 1.684 -3.970 1.934 0.168 -0.158 0.018 0.37
H -1.352 -5.196 7.544 -0.062 0.288 -0.121 0.31
H -0.330 -6.229 6.887 -0.464 -0.422 0.043 0.32
C -5.371 -3.789 -3.594 -0.252 0.438 0.805 -1.12
C -5.461 -2.819 -4.778 0.782 -0.558 0.357 0.62
C -4.581 -1.591 -4.638 0.435 0.048 -0.286 -0.71
O -4.889 -0.841 -3.482 -0.177 0.001 -0.787 -0.19
C -4.409 0.471 -3.554 1.007 0.896 0.601 -0.74
N -5.036 -3.551 -5.975 -0.288 -0.165 -0.324 -0.74
H -4.511 -4.458 -3.580 0.074 0.021 -0.398 0.08
H -6.287 -4.375 -3.524 0.138 -0.247 -0.238 0.32
H -5.331 -3.247 -2.644 0.036 0.184 -0.121 0.32
H -6.513 -2.533 -4.773 -0.004 0.205 -0.695 0.23
H -4.598 -0.983 -5.555 -0.815 0.247 0.060 0.33
H -3.527 -1.908 -4.707 0.133 -0.169 0.845 0.25
H -4.533 0.921 -2.569 0.005 0.020 -0.055 0.01
H -4.828 1.185 -4.276 -0.718 -0.645 -0.241 0.40
H -3.335 0.505 -3.781 0.057 -0.243 0.151 0.37
H -4.148 -4.006 -5.793 -0.106 -0.102 0.181 0.24
H -4.850 -2.961 -6.779 -0.336 0.201 0.092 0.28
C -5.730 -1.670 3.254 0.370 0.015 -0.686 -1.56
C -5.832 -0.154 3.428 0.337 -0.984 -0.507 1.25
C -6.597 0.540 2.310 0.754 -0.249 -1.354 -0.99
O -6.031 0.277 1.013 0.738 0.109 0.828 -0.14
C -6.552 1.119 0.017 -0.357 -0.753 -0.670 -0.58
N -6.430 0.175 4.723 -0.257 -0.146 -0.091 -0.65
H -5.419 -1.837 2.218 -0.474 -0.264 -0.044 0.16
H -6.654 -2.199 3.498 -0.047 0.006 -0.238 0.43
H -4.910 -2.120 3.819 -0.149 0.256 0.448 0.41
H -4.778 0.135 3.311 -0.191 0.681 0.441 -0.30
H -6.447 1.612 2.472 -0.773 0.162 0.232 0.41
H -7.628 0.188 2.207 -0.295 0.426 0.694 0.35
H -6.413 2.193 0.162 0.099 -0.009 0.389 0.34
H -7.613 0.882 -0.127 -0.139 0.329 0.067 0.35
H -6.065 0.837 -0.917 0.124 0.070 0.073 -0.03
H -7.198 0.832 4.599 0.307 0.241 0.025 0.30
H -6.915 -0.673 5.002 0.100 0.067 0.375 0.30
C 6.663 1.929 -0.560 0.673 0.644 0.447 -1.90
C 5.560 2.065 0.475 -0.305 -0.459 -0.713 2.05
C 5.832 1.365 1.788 0.201 -0.678 0.775 -1.20
O 4.599 0.910 2.348 -0.193 0.801 0.004 -0.08
C 4.674 0.456 3.695 0.526 0.312 -0.812 -0.76
N 5.213 3.473 0.671 -0.629 0.163 -0.495 -0.71
H 7.542 2.535 -0.309 0.034 -0.190 0.346 0.34
H 6.336 2.389 -1.495 -0.166 -0.536 -0.219 0.40
H 6.980 0.891 -0.653 -0.059 0.036 -0.375 0.45
H 4.722 1.515 0.017 -0.184 0.013 0.235 -0.61
H 6.368 2.040 2.466 -0.290 0.225 0.075 0.45
H 6.466 0.470 1.741 0.205 0.061 -0.675 0.37
H 4.798 -0.629 3.682 -0.271 -0.087 0.327 0.24
H 3.767 0.799 4.186 -0.048 -0.396 0.228 0.18
H 5.546 0.885 4.196 -0.076 0.077 0.102 0.37
H 4.192 3.574 0.590 0.504 -0.109 0.665 -0.09
H 5.471 3.973 -0.177 0.488 0.049 0.195 0.41
C -2.835 2.355 1.916 -0.242 0.235 0.042 -1.60
C -1.463 3.027 1.851 0.318 0.057 -0.828 0.46
C -0.368 2.467 2.745 -0.637 -0.151 1.236 -0.28
O 0.716 3.391 2.826 0.358 -0.918 -0.746 -0.27
C 1.825 2.748 3.465 0.119 0.570 0.539 -0.95
N -0.963 2.945 0.442 -0.315 0.333 0.723 1.03
H -2.819 1.485 1.258 -0.154 -0.338 0.394 -0.01
H -3.636 2.977 1.512 0.395 0.273 -0.372 0.32
H -3.227 2.156 2.916 0.563 -0.457 0.125 0.65
H -1.544 4.094 2.072 -0.088 0.008 0.165 0.46
H -0.009 1.481 2.429 -0.005 0.070 -0.539 -0.22
H -0.729 2.270 3.765 -0.181 0.276 0.054 0.50
H 1.686 2.858 4.545 0.121 -0.269 0.040 0.42
H 2.757 3.246 3.193 -0.131 0.155 -0.126 0.43
H 1.930 1.694 3.202 -0.208 -0.006 -0.112 0.19
H -0.159 3.570 0.416 0.005 -0.046 -0.513 -0.57
H -0.618 1.993 0.320 0.137 0.095 -0.147 -0.63
```
Forces are in eV/Å.

Its spin multiplicity is 1.

=====

Result set for orbital gap: 9.363 8.984 9.013 eV, one per record in the order listed.
Result set for ΔE to the lowest compared entry with this formula, charge and spin: 156.9 0.0 174.6 kJ/mol, one per record in the order listed.